<a>
# C7H12NOS

A structure of composition C7H12NOS (ωB97M-V with the def2-TZVPD basis set, OMol25).

Orbital gap: 8.7 eV
Total charge: +1

Last column: Löwdin charge in e.
Element x y z (Å)
C1 2.886 -0.674 -0.324  -0.102
C2 3.246 0.585 0.110  -0.358
C3 1.469 -0.786 -0.488  -0.358
C4 0.860 0.363 -0.034  -0.432
C5 0.863 -1.999 -1.096  -0.041
C6 -1.563 1.515 1.164  -0.012
C7 -1.113 0.607 -0.021  -0.505
N1 -1.082 1.265 -1.357  0.196
O1 -1.731 -0.554 -0.173  0.057
S1 1.886 1.607 0.340  1.012
H1 3.497 -1.415 -0.616  0.083
H2 4.215 1.072 0.130  0.077
H3 1.071 -2.866 -0.515  0.074
H4 -0.232 -1.943 -1.126  0.063
H5 1.398 -2.180 -2.116  0.133
H6 -2.591 2.098 0.811  0.148
H7 -1.904 0.855 2.050  0.115
H8 -0.850 2.268 1.620  0.091
H9 -2.145 1.429 -1.698  0.241
H10 -0.483 2.125 -1.379  0.175
H11 -0.602 0.624 -2.041  0.184
H12 -1.969 -0.900 0.711  0.159

=====

<b>
# C7H12NOS

A cluster of 3 separate species, C7H12NOS in total (ωB97M-V with the def2-TZVPD basis set, OMol25).

Orbital gap: 5.1 eV
Total charge: +1

Last column: Löwdin charge in e.
Element x y z (Å)
C1 3.334 -0.872 0.602  -0.191
C2 4.119 0.166 0.702  -0.410
C3 2.154 0.663 -0.581  -0.489
C4 -0.462 -1.260 -0.636  -0.159
C5 -4.104 0.929 0.395  0.014
C6 0.506 -2.042 -0.060  -0.083
C7 -1.942 1.502 -0.233  0.171
N1 2.197 -0.567 -0.198  -0.083
O1 -2.842 1.559 0.653  0.000
S1 3.515 1.577 -0.084  1.020
H1 3.706 -1.782 0.958  0.104
H2 5.095 0.411 1.196  0.095
H3 1.236 1.001 -1.046  0.063
H4 -0.652 -1.318 -1.803  0.092
H5 -2.028 0.867 -1.188  0.155
H6 -1.164 -0.580 -0.113  -0.015
H7 -4.850 1.763 0.313  0.132
H8 -4.270 0.250 1.286  0.143
H9 -4.159 0.410 -0.610  0.129
H10 1.203 -2.617 -0.668  0.075
H11 0.459 -2.097 1.089  0.105
H12 -1.052 2.039 0.025  0.130

=====

Each structure's energy above the most stable one, in eV: <a> 0.000; <b> 3.099.